1.
Computed, not measured: a structure of composition Cl5F2NO4S2Y in a non-equilibrium geometry, with ωB97M-V with the def2-TZVPD basis set.

Calculated values
- energy relative to the best compared isomer or geometry (same formula, charge and spin) (kJ/mol) = 0.0
- lowest unoccupied orbital energy (eV) = 7.0
- total charge = -3
- E_tot (a.u.) = -3691.4094

The geometry in XYZ format:
```
15
Properties=species:S:1:pos:R:3:forces:R:3
Y -1.565 0.392 0.733 -3.191 0.594 1.207
Cl -2.815 -1.587 -0.805 0.360 0.267 0.299
Cl -4.095 1.115 1.583 0.315 0.055 -0.083
Cl -0.291 2.335 2.222 -0.199 -0.329 -0.283
Cl -1.553 -1.207 3.031 0.209 0.175 -0.453
Cl -1.955 1.976 -1.472 0.170 -0.096 0.290
N 0.431 -0.051 -0.198 4.635 -0.466 -2.189
S 1.025 -1.512 -0.597 -2.454 -3.329 2.192
O 2.284 -1.905 -0.046 0.799 0.964 -0.597
O 0.646 -1.957 -1.879 0.342 0.107 -1.217
F 0.077 -2.336 0.373 -0.239 0.372 -0.185
S 1.759 0.837 -0.683 -0.477 3.410 2.634
O 2.192 0.667 -2.025 -0.185 -0.594 -0.515
O 2.730 0.977 0.353 0.567 -1.050 -0.221
F 1.129 2.257 -0.588 -0.654 -0.081 -0.878
```
Forces are in eV/Å.

2.
Computed, not measured: a cluster of 4 separate species, C18H30Br2Cl6FN5S in total in a non-equilibrium geometry, with ωB97M-V with the def2-TZVPD basis set.

Calculated values
- SMILES = C/C(Br)=C(\Br)[C@](F)(C#N)[C@@](C#N)(CCCS)CC(N)(N)N.ClCCCl.ClCCCl.ClCCCl
- lowest unoccupied orbital energy (eV) = 0.3
- total charge = 0
- E_tot (a.u.) = -9384.8324

The geometry in XYZ format:
```
63
Properties=species:S:1:pos:R:3:forces:R:3
C 5.689 -0.452 -0.643 -0.010 -0.142 -0.468
C 4.567 0.299 -1.292 0.031 -0.006 0.017
Br 4.547 0.342 -3.195 0.183 -0.204 0.222
C 3.629 0.931 -0.600 -0.043 0.071 0.067
Br 3.794 0.864 1.316 -0.037 0.011 -0.528
C 2.460 1.734 -1.187 -0.355 0.142 1.355
F 2.878 2.523 -2.220 0.448 0.199 -0.462
C 2.050 2.726 -0.161 -0.672 0.874 1.213
N 1.749 3.499 0.648 0.443 -0.888 -1.194
C 1.223 0.855 -1.667 0.234 -0.228 -0.866
C 1.136 1.077 -3.137 -0.131 1.111 -2.165
N 1.054 1.341 -4.272 0.034 -0.809 2.286
C 1.493 -0.654 -1.533 -0.379 -0.602 -0.112
C 0.359 -1.528 -2.082 0.551 -0.296 0.010
C 0.561 -2.993 -1.700 0.312 0.404 0.316
S 0.549 -3.288 0.103 -0.433 -0.334 0.233
C -0.152 1.310 -1.130 -0.078 -0.630 0.156
C -0.565 0.883 0.307 -1.283 0.931 1.014
N 0.510 0.468 1.168 0.701 -0.302 -0.388
N -1.167 2.088 0.920 0.514 -0.097 -0.288
N -1.588 -0.178 0.360 0.635 -0.487 -0.456
H 6.330 0.262 -0.135 0.247 -0.011 0.084
H 6.252 -1.026 -1.371 0.148 0.129 -0.122
H 5.308 -1.153 0.092 -0.129 -0.018 0.176
H 1.719 -0.932 -0.512 -0.157 0.312 0.240
H 2.356 -0.937 -2.130 0.237 0.239 -0.017
H 0.398 -1.474 -3.171 -0.270 0.104 -0.127
H -0.620 -1.218 -1.740 -0.111 0.090 -0.002
H 1.466 -3.414 -2.130 0.158 0.069 -0.034
H -0.266 -3.581 -2.086 -0.133 -0.165 0.128
H 1.678 -2.711 0.575 -0.402 -0.046 -0.640
H -0.287 2.380 -1.240 0.327 0.231 0.046
H -0.884 0.875 -1.807 -0.091 0.012 -0.127
H 0.258 -0.306 1.763 -0.145 -0.013 0.074
H 0.867 1.230 1.723 -0.097 0.158 0.009
H -1.555 1.758 1.795 -0.199 0.169 -0.041
H -1.938 2.415 0.348 -0.134 0.029 0.017
H -1.135 -1.086 0.416 -0.075 -0.123 -0.149
H -2.164 -0.161 -0.484 0.690 -0.235 0.621
Cl -3.908 0.693 -1.188 -0.784 0.502 -0.248
C -4.851 1.945 -2.051 -0.185 -0.073 -0.163
C -3.994 2.781 -2.966 0.003 0.000 -0.081
Cl -2.875 3.827 -2.060 0.041 -0.025 0.040
H -5.351 2.558 -1.305 0.096 -0.007 0.067
H -5.610 1.423 -2.632 0.045 -0.014 -0.039
H -4.628 3.435 -3.563 -0.040 0.003 0.043
H -3.408 2.162 -3.641 0.050 -0.012 0.060
Cl -3.779 1.067 2.943 -0.127 -0.029 0.140
C -5.521 0.957 2.600 -0.042 -0.082 -0.095
C -6.211 2.292 2.717 -0.086 0.008 -0.094
Cl -6.277 2.873 4.399 0.016 0.023 0.004
H -5.951 0.226 3.280 0.027 0.044 0.066
H -5.618 0.580 1.582 0.026 0.058 -0.024
H -7.240 2.204 2.371 -0.005 -0.051 0.029
H -5.711 3.050 2.119 0.072 0.003 0.062
Cl 1.556 -4.288 4.104 -0.018 0.008 -0.044
C 3.165 -4.951 3.724 0.012 -0.092 0.048
C 4.120 -3.882 3.262 0.155 -0.016 0.130
Cl 3.665 -3.233 1.665 0.359 0.007 0.114
H 3.040 -5.725 2.971 -0.045 0.053 -0.046
H 3.544 -5.413 4.634 0.021 0.058 0.022
H 5.122 -4.297 3.163 -0.028 -0.052 -0.053
H 4.162 -3.052 3.963 -0.092 0.037 -0.036
```
Forces are in eV/Å.

3.
Computed, not measured: a structure of composition C34H31N5OPbS2SbSe4Te, with ωB97M-V with the def2-TZVPD basis set.

Calculated values
- energy relative to the best compared isomer or geometry (same formula, charge and spin) (kJ/mol) = 227.7
- lowest unoccupied orbital energy (eV) = 1.4
- total charge = -1
- E_tot (a.u.) = -12766.5931

The geometry in XYZ format:
```
80
Properties=species:S:1:pos:R:3:forces:R:3
Pb 0.118 1.951 -2.121 0.313 -0.474 0.217
C -1.373 0.178 1.221 -0.075 -0.025 -0.158
C 0.106 0.129 0.908 0.123 -0.028 0.214
N 0.708 1.257 0.836 0.045 -0.164 0.016
N 2.067 1.262 1.043 -0.123 -0.037 0.187
C 2.935 1.481 0.144 0.227 -0.016 -0.310
S 2.827 1.691 -1.575 -0.125 0.450 0.052
S 4.634 1.522 0.777 -0.111 -0.151 -0.181
C 4.698 -0.136 1.546 -0.011 0.015 0.169
C 4.816 -0.105 3.045 -0.006 0.082 -0.036
C 6.029 -0.371 3.667 0.010 -0.056 0.027
C 6.146 -0.330 5.053 -0.004 -0.002 -0.022
C 5.043 -0.020 5.831 -0.020 0.000 -0.011
C 3.826 0.254 5.215 0.020 -0.003 0.013
C 3.713 0.217 3.836 -0.018 0.006 -0.008
C 0.862 -1.165 0.887 0.033 0.145 0.105
C 1.166 -1.788 2.095 0.062 0.063 0.040
C 2.056 -2.849 2.162 0.037 0.001 -0.127
C 2.658 -3.289 0.983 -0.058 -0.024 0.091
C 2.332 -2.720 -0.233 -0.082 -0.007 -0.008
C 1.400 -1.668 -0.326 -0.228 -0.006 0.105
O 0.999 -1.231 -1.502 0.195 0.111 -0.020
H -1.539 0.802 2.101 0.037 0.000 0.016
H -1.952 0.607 0.400 0.007 0.033 -0.010
H -1.758 -0.822 1.420 -0.008 0.010 -0.040
H 3.781 -0.639 1.243 0.022 -0.045 0.005
H 5.545 -0.668 1.113 0.000 0.018 -0.022
H 6.892 -0.619 3.060 0.007 0.003 -0.002
H 7.100 -0.542 5.520 0.004 -0.001 0.002
H 5.129 0.012 6.910 -0.002 0.003 0.004
H 2.960 0.504 5.817 -0.002 -0.001 0.006
H 2.777 0.453 3.345 0.018 0.005 -0.002
H 0.730 -1.396 3.009 0.011 0.010 0.000
H 2.305 -3.297 3.115 -0.002 -0.015 0.002
H 3.375 -4.101 1.016 0.018 0.012 0.003
H 2.769 -3.077 -1.158 0.017 -0.001 -0.001
Se 2.709 1.592 -6.453 0.060 -0.077 0.037
Sb 0.437 2.086 -6.119 -0.087 0.227 0.044
Se -0.311 -0.616 -4.143 0.081 -0.351 -0.223
Se 0.341 3.721 -4.183 -0.016 0.140 -0.151
Se -2.001 -0.772 -5.713 0.097 0.105 0.254
N -2.612 3.895 0.077 -0.074 -0.042 -0.010
C -3.284 3.162 -0.901 0.008 0.059 0.144
C -4.686 3.244 -0.897 -0.006 -0.023 -0.060
C -5.388 2.511 -1.826 0.005 -0.001 0.009
C -4.699 1.725 -2.745 -0.015 -0.013 -0.014
C -3.323 1.716 -2.674 0.045 0.046 -0.015
N -2.630 2.404 -1.758 0.123 0.151 -0.025
C -1.299 4.299 0.322 0.051 0.048 0.069
C -1.139 5.134 1.442 -0.021 -0.041 -0.020
C 0.111 5.603 1.759 0.053 0.010 0.016
C 1.190 5.260 0.952 -0.031 0.012 0.014
C 0.945 4.442 -0.124 -0.012 -0.108 -0.077
N -0.267 3.947 -0.431 -0.214 0.135 -0.192
H -3.252 4.350 0.704 -0.017 -0.015 0.030
H -5.198 3.880 -0.186 0.001 -0.001 0.011
H -6.470 2.561 -1.842 -0.004 -0.010 -0.007
H -5.205 1.145 -3.504 -0.005 0.003 -0.001
H -2.738 1.144 -3.393 -0.002 -0.013 0.002
H -1.999 5.396 2.046 -0.002 -0.005 0.011
H 0.245 6.233 2.629 0.006 0.008 -0.006
H 2.194 5.601 1.155 0.003 0.006 0.007
H 1.750 4.133 -0.782 0.020 -0.011 0.031
C -0.850 -3.480 -1.780 0.074 -0.042 0.077
Te -1.229 -1.391 -1.860 -0.369 -0.080 -0.180
C -3.130 -2.039 -2.650 -0.156 -0.109 0.029
C -3.304 -3.470 -2.228 0.064 -0.003 -0.045
C -4.537 -4.117 -2.270 -0.030 0.024 0.028
C -4.653 -5.449 -1.907 0.037 -0.027 0.008
C -3.530 -6.153 -1.488 -0.034 0.012 -0.016
C -2.300 -5.519 -1.440 0.025 0.000 0.011
C -2.177 -4.184 -1.814 0.023 0.043 -0.063
H -0.289 -3.686 -0.869 0.036 0.025 -0.031
H -0.206 -3.695 -2.634 -0.046 -0.019 -0.028
H -3.105 -1.945 -3.744 0.017 0.046 0.004
H -3.926 -1.394 -2.276 -0.009 -0.015 0.002
H -5.411 -3.567 -2.598 0.000 0.005 -0.003
H -5.617 -5.940 -1.952 -0.011 0.002 0.013
H -3.615 -7.193 -1.199 0.000 -0.005 0.008
H -1.422 -6.059 -1.106 0.003 -0.007 -0.010
```
Forces are in eV/Å.

4.
Computed, not measured: a structure of composition C4H13NO in a non-equilibrium geometry, with ωB97M-V with the def2-TZVPD basis set.

Calculated values
- energy relative to the best compared isomer or geometry (same formula, charge and spin) (kJ/mol) = 116.0
- lowest unoccupied orbital energy (eV) = 0.9
- total charge = 0
- E_tot (a.u.) = -290.1528

The geometry in XYZ format:
```
19
Properties=species:S:1:pos:R:3:forces:R:3
N 0.237 1.601 0.728 -0.646 4.381 0.322
C -0.099 1.178 -1.655 -0.120 -0.260 -0.213
C 0.759 1.881 -0.615 0.510 0.262 -0.612
H 0.808 2.074 1.438 -0.269 -0.166 -0.307
H -0.708 1.991 0.818 0.374 -0.233 -0.016
H -0.116 0.092 -1.459 0.041 0.511 -0.144
H 0.302 1.346 -2.669 -0.197 -0.015 0.403
H -1.134 1.558 -1.619 0.297 -0.107 -0.094
H 1.791 1.482 -0.657 -0.491 0.187 0.055
H 0.806 2.962 -0.850 0.011 -0.371 0.227
O 0.660 -0.632 0.707 0.074 -4.039 -0.086
C -0.271 -2.813 0.662 -0.213 -0.449 -0.005
C -0.581 -1.338 0.783 0.984 0.412 0.059
H 0.471 0.326 0.784 -0.375 -0.267 0.443
H 0.397 -3.132 1.479 -0.240 0.144 -0.343
H 0.226 -3.022 -0.301 -0.163 0.087 0.383
H -1.199 -3.407 0.715 0.317 0.101 -0.028
H -1.259 -1.019 -0.032 0.047 -0.110 0.198
H -1.088 -1.129 1.744 0.058 -0.067 -0.240
```
Forces are in eV/Å.

Number 1: highest occupied orbital energy 0.20 eV, gap between HOMO and LUMO 6.808 eV. Number 2: highest occupied orbital energy -8.81 eV, gap between HOMO and LUMO 9.141 eV. Number 3: highest occupied orbital energy -4.47 eV, gap between HOMO and LUMO 5.840 eV. Number 4: highest occupied orbital energy -8.97 eV, gap between HOMO and LUMO 9.881 eV.